# 1
The following is a DFT calculation (ωB97M-V/def2-TZVPD) of a molecular structure, C46H34Br2N2OP2PtS.

Geometry (Å):
Pt  -0.6002  -0.4628  -0.4401
Br  -3.6919  -4.2347  -5.2869
Br  3.9975  -4.2948  -3.8012
S  -2.4829  0.6534  0.5368
P  0.2156  1.7989  -0.7301
P  -0.1304  -1.0835  1.7397
O  -3.8556  0.1353  0.5650
N  -1.7014  -1.9387  -1.7912
N  0.9520  -1.5870  -1.6058
C  -2.2360  2.1321  4.2834
C  -1.0891  -4.5712  3.6369
C  -1.3659  4.0390  -1.3384
C  -1.2188  1.3707  4.8430
C  2.8356  4.6332  1.7420
C  -1.9465  0.9709  2.2130
C  -3.0327  -2.0007  -1.8923
C  -2.5554  4.7530  -1.3788
C  2.7717  -3.1973  -2.9123
C  1.8735  3.8401  2.3523
C  -0.5716  0.4012  4.0919
C  -0.3994  -3.4348  3.2511
C  -3.6711  -2.6848  -2.9082
C  3.0303  4.5541  0.3715
C  1.1238  2.9565  1.5961
C  2.2549  -1.4911  -1.3458
C  1.3258  2.8602  0.2201
C  3.6452  -2.4878  1.9276
C  -2.7905  -4.1159  1.9979
C  -0.9451  -2.5675  -2.7057
C  -2.1016  -2.9819  1.6010
C  -0.9005  -2.6369  2.2264
C  -2.4945  2.2687  -0.2030
C  2.2701  -2.3882  1.8043
C  -1.5068  -3.2590  -3.7678
C  -2.8912  -3.3202  -3.8678
C  1.5471  1.1463  -5.0539
C  0.7679  1.7093  -2.4448
C  0.5255  -2.4858  -2.5055
C  -1.3238  2.7745  -0.7607
C  1.6245  -1.1859  2.1103
C  2.5000  1.2290  -4.0481
C  2.2753  3.6774  -0.3918
C  2.3753  -0.0897  2.5298
C  2.1159  1.5081  -2.7477
C  -0.9207  0.1951  2.7614
C  -2.6114  1.9283  2.9637
C  -3.6957  2.9601  -0.2489
C  -3.7175  4.2123  -0.8467
C  3.7518  -0.1956  2.6463
C  1.4118  -3.3114  -3.1816
C  0.2074  1.3539  -4.7585
C  3.2049  -2.2720  -1.9713
C  4.3867  -1.3919  2.3483
C  -2.2800  -4.9116  3.0140
C  -0.1838  1.6297  -3.4596
H  -2.8157  -5.7980  3.3245
H  -0.9327  1.5276  5.8731
H  -2.7396  2.8818  4.8773
H  4.1367  -3.4245  1.7047
H  2.5409  -0.7626  -0.5959
H  -0.8927  -3.7322  -4.5173
H  1.0640  -4.0466  -3.8899
H  -4.6450  4.7640  -0.9002
H  3.7653  5.1834  -0.1100
H  4.3265  0.6572  2.9785
H  2.8706  1.5754  -1.9755
H  4.2490  -2.1622  -1.7237
H  -2.5119  -2.3623  0.8156
H  -0.5350  1.3130  -5.5423
H  1.8508  0.9358  -6.0691
H  1.8979  0.8501  2.7674
H  1.7030  3.9143  3.4175
H  -2.5768  5.7316  -1.8370
H  -0.6972  -5.1899  4.4315
H  0.2081  -0.1959  4.5451
H  2.4268  3.6470  -1.4615
H  -3.5996  -1.4763  -1.1330
H  3.5466  1.0854  -4.2774
H  0.3546  2.3622  2.0808
H  3.4250  5.3198  2.3325
H  -3.4115  2.5118  2.5285
H  5.4598  -1.4749  2.4498
H  0.5233  -3.1766  3.7502
H  -1.2346  1.7899  -3.2438
H  -3.7233  -4.3756  1.5175
H  -0.4687  4.4649  -1.7686
H  -4.7496  -2.7115  -2.9534
H  1.7009  -3.2470  1.4705
H  -4.5934  2.5122  0.1538

Summary:
- 2S+1: 3
- Largest force on an atom: 0.46 eV/A
- Orbital gap (spin up / spin down): 6.53 / 7.21 eV
- <S²>: 2.01
- E: -8305.867873 Ha
- Total charge: +2

=====

# 2
The following is a DFT calculation (ωB97M-V/def2-TZVPD) of a molecular structure, C33H25N3O3S4Ti at a distorted geometry.

Geometry (Å):
Ti  -0.5802  0.2839  0.5480
S  0.5800  -1.3178  -0.9619
S  3.3441  -2.2429  1.0676
S  2.1097  -0.0167  -1.4961
S  -2.0812  1.5866  1.8478
O  0.5562  -0.1033  2.0132
O  -2.2334  0.0038  -0.6442
O  -4.0340  0.9382  -2.2517
N  0.5350  2.1838  0.5478
N  -2.5909  -2.0149  0.3927
N  -1.4872  -1.5652  1.1398
C  0.3367  1.5501  -1.6760
C  2.6549  0.8781  0.0360
C  -1.2462  2.5964  -3.1961
C  5.1307  -2.0185  -3.1532
C  -2.8852  -1.1056  -0.4863
C  0.0815  -3.0555  4.0786
C  -0.1222  2.4407  -0.7276
C  -4.7495  -2.5340  -1.3262
C  -4.5865  -0.2781  -2.1499
C  0.2189  3.0655  1.6542
C  5.6149  -2.8881  -2.1789
C  -6.3789  -1.7319  -2.8746
C  2.5837  3.3831  0.3121
C  0.6950  -0.9751  2.9788
C  5.0444  -2.9129  -0.9285
C  3.9643  -2.0918  -0.5374
C  -1.1223  3.3944  -0.9273
C  -0.7459  2.5458  2.6578
C  -5.8819  -2.7637  -2.0793
C  -4.0874  -1.3042  -1.3392
C  3.4896  -1.2223  -1.5411
C  1.0378  -2.8369  5.0517
C  1.6584  -0.7574  3.9752
C  -5.7433  -0.5096  -2.9098
C  4.0678  -1.2025  -2.8052
C  1.9614  4.5319  0.8368
C  -1.1461  -2.3797  2.0740
C  -0.2670  1.6566  -2.9378
C  -0.1045  -2.1328  3.0444
C  -1.6824  3.4669  -2.1858
C  1.9860  2.1543  0.3300
C  0.8447  4.2730  1.6575
C  1.8167  -1.6833  4.9857
H  -0.2844  1.9045  3.4146
H  -1.7113  -3.3056  2.1621
H  5.4225  -3.5938  -0.1734
H  -2.4640  4.1871  -2.3937
H  -6.1042  0.3061  -3.5217
H  1.1910  -3.5553  5.8470
H  0.5150  5.0095  2.3894
H  -0.5340  -3.9471  4.1042
H  3.6137  3.4304  -0.0341
H  5.5574  -1.9788  -4.1475
H  3.6622  -0.5200  -3.5453
H  2.5690  0.1158  0.8158
H  -3.2075  0.9413  -1.7183
H  -6.3722  -3.7280  -2.0532
H  3.7238  1.0346  -0.1304
H  -1.4340  4.0291  -0.1068
H  -7.2679  -1.8856  -3.4754
H  2.2788  0.1247  3.8932
H  -1.6953  2.6613  -4.1812
H  2.4634  5.4873  0.8428
H  -4.3403  -3.3113  -0.6953
H  6.4430  -3.5556  -2.3950
H  0.0468  0.9844  -3.7339
H  -1.2067  3.3905  3.1820
H  2.5789  -1.5143  5.7387

Summary:
- Largest force on an atom: 1.60 eV/A
- Orbital gap: 4.84 eV
- Energy above the lowest of the compared OMol25 structures with the same formula, charge and spin: 380.6 kJ/mol
- E: -4104.798655 Ha
- Total charge: -2

=====

# 3
The following is a DFT calculation (ωB97M-V/def2-TZVPD) of 2 unconnected molecules or ions with the total composition C5H11NO2S at a distorted geometry.

Geometry (Å):
S  -2.6605  1.7545  -1.1519
O  -3.9362  1.9808  -0.5491
O  -1.0677  0.9273  0.4119
N  -2.5308  0.4887  -1.9338
C  -0.2207  0.0514  0.4566
C  0.5090  -0.2274  -0.8685
C  0.2175  -0.6750  1.7251
C  1.1574  1.0519  -1.2077
C  1.5588  -1.4274  1.7495
H  1.1657  -1.0525  -0.9237
H  -3.3104  -0.1151  -2.0109
H  0.4967  1.8041  -0.6812
H  1.5632  1.0960  -2.2083
H  2.0137  1.0541  -0.5853
H  1.6985  -1.8704  0.6694
H  -0.5026  -1.4843  1.8701
H  2.4771  -0.7629  1.8270
H  1.5184  -2.2307  2.5192
H  0.1820  0.0414  2.5320
H  -0.3291  -0.4044  -1.6404

Summary:
- 2S+1: 3
- Largest force on an atom: 7.01 eV/A
- Orbital gap (spin up / spin down): 6.89 / 7.10 eV
- Energy above the lowest of the compared OMol25 structures with the same formula, charge and spin: 0.0 kJ/mol
- <S²>: 2.01
- E: -800.311564 Ha

=====

# 4
The following is a DFT calculation (ωB97M-V/def2-TZVPD) of a molecular structure, C18H30BrGeNO5Pt at a distorted geometry.

Geometry (Å):
Pt  -0.0636  -0.0614  0.1609
Br  -0.7996  1.2865  7.5443
Ge  -0.4461  -0.8049  -2.5657
O  -0.7148  0.2825  2.1219
O  1.2731  0.7696  1.4253
O  1.0061  -1.0842  -1.3184
O  -1.4345  -1.0827  -0.8939
O  -0.3067  0.9539  -1.7183
N  2.4623  2.1232  5.1907
C  2.0799  1.7128  3.9907
C  1.6064  1.9853  6.1968
C  3.0603  -2.2835  -1.2934
C  -2.0467  -3.3092  -1.5682
C  -1.1655  2.1283  -1.8938
C  0.4527  0.7239  2.4166
C  -1.1588  -2.8996  0.7328
C  2.4287  -0.9574  -1.6824
C  0.3332  1.4361  6.0529
C  -1.8544  2.4546  -0.5795
C  -2.0132  -2.3433  -0.3932
C  2.5126  -0.7219  -3.1856
C  -3.4090  -1.9873  0.0864
C  3.0497  0.2008  -0.9259
C  -0.2404  3.2553  -2.3238
C  -0.0747  1.0083  4.8078
C  -2.1910  1.7982  -2.9703
C  0.8273  1.1527  3.7549
H  -2.8575  2.6474  -3.1224
H  -2.4735  3.3426  -0.7094
H  3.5573  -0.6252  -3.4814
H  2.5484  1.1413  -1.1605
H  -1.0387  -3.5222  -1.9331
H  3.0186  0.0387  0.1519
H  2.0866  -1.5538  -3.7497
H  2.7889  1.8342  3.1807
H  -1.1101  -2.2155  1.5835
H  -2.6518  -2.9189  -2.3883
H  0.5259  3.4276  -1.5672
H  -2.8027  0.9424  -2.6752
H  4.1285  -2.2669  -1.5127
H  0.2497  3.0129  -3.2670
H  -3.3611  -1.2476  0.8872
H  -2.4872  -4.2544  -1.2506
H  -1.6162  -3.8213  1.0934
H  2.0054  0.2050  -3.4673
H  2.9329  -2.4667  -0.2260
H  2.6085  -3.1071  -1.8467
H  -0.1505  -3.1360  0.3883
H  -1.7061  1.5812  -3.9240
H  4.0948  0.2878  -1.2229
H  -4.0053  -1.5810  -0.7304
H  -1.1261  2.6749  0.2039
H  -2.5027  1.6382  -0.2551
H  -1.0539  0.5781  4.6486
H  1.9408  2.3259  7.1697
H  -3.9101  -2.8760  0.4712
H  -0.8060  4.1781  -2.4580

Summary:
- 2S+1: 2
- Largest force on an atom: 1.45 eV/A
- Orbital gap (spin up / spin down): 7.83 / 6.78 eV
- Energy above the lowest of the compared OMol25 structures with the same formula, charge and spin: 0.0 kJ/mol
- <S²>: 0.75
- E: -5904.863408 Ha
- Total charge: +1

=====

# 5
The following is a DFT calculation (ωB97M-V/def2-TZVPD) of C6H7N3O in the gas phase at a distorted geometry.

Geometry (Å):
O  -1.9376  -1.1770  0.4133
N  -0.5391  0.6044  0.7200
N  0.1850  -0.1395  -1.3251
N  1.6377  -0.0468  0.5344
C  2.6373  -0.5622  -0.1616
C  1.2397  -0.6401  -2.0355
C  2.5357  -0.9163  -1.5427
C  0.5685  0.1403  -0.0276
C  -2.9114  0.7978  1.4697
C  -1.7839  0.0116  0.8123
H  1.0506  -0.9245  -2.8660
H  3.7212  -0.5148  0.4249
H  -3.7458  0.0463  1.6833
H  -0.6259  1.4711  0.7963
H  -2.5006  1.2486  2.3987
H  -2.8868  1.7554  1.0068
H  3.3552  -1.1545  -2.3014

Summary:
- Largest force on an atom: 11.47 eV/A
- Orbital gap: 9.88 eV
- Energy above the lowest of the compared OMol25 structures with the same formula, charge and spin: 266.5 kJ/mol
- Structure (SMILES): CC(=O)Nc1ncccn1
- E: -472.240363 Ha

=====

# 6
The following is a DFT calculation (ωB97M-V/def2-TZVPD) of 2 unconnected molecules or ions with the total composition CH4IOP at a distorted geometry.

Geometry (Å):
I  -0.5894  1.2677  -2.8617
P  2.0882  0.4945  1.5404
O  0.6092  0.8309  0.9380
C  -0.3440  -0.1167  0.9647
H  -0.2548  -1.2179  1.1006
H  1.5151  -0.7371  1.9750
H  -1.3070  0.2685  0.6088
H  -1.9637  2.0106  -2.8715

Summary:
- 2S+1: 3
- Largest force on an atom: 2.60 eV/A
- Orbital gap (spin up / spin down): 7.98 / 9.12 eV
- Energy above the lowest of the compared OMol25 structures with the same formula, charge and spin: 52.8 kJ/mol
- <S²>: 2.01
- E: -754.643438 Ha

=====

# 7
The following is a DFT calculation (ωB97M-V/def2-TZVPD) of 2 unconnected molecules or ions with the total composition C5H5Cl at a distorted geometry.

Geometry (Å):
Cl  2.5906  3.0563  -1.0203
C  1.4237  2.0235  -0.4991
C  -0.3808  -0.3516  0.3475
C  0.0059  -0.8048  1.4676
C  -0.9693  -0.8024  -0.9134
C  0.4455  1.6268  0.0948
H  -0.9844  -1.9111  -0.7726
H  -1.9486  -0.3379  -1.2305
H  -0.2987  -0.4175  -1.7944
H  0.4582  -0.3375  2.3744
H  -0.3421  -1.7438  1.9458

Summary:
- Largest force on an atom: 5.30 eV/A
- Orbital gap: 9.21 eV
- Energy above the lowest of the compared OMol25 structures with the same formula, charge and spin: 530.2 kJ/mol
- E: -653.478849 Ha